DFT (the ωB97M-V functional and the def2-TZVPD basis) results for a cluster of 2 separate species, C4H13NO3 in total.

```
21
Properties=species:S:1:pos:R:3:nbo_charge:R:1
N -1.58437 0.70763 0.33520 -0.8814
C -0.65237 0.35641 -0.71534 -0.0853
C 0.20760 1.54731 -1.05557 -0.0667
O -0.57538 2.66173 -1.51471 -0.7285
C 0.24926 -0.81125 -0.29823 -0.4580
C -0.43375 -2.18276 -0.03742 -0.0640
O -0.06144 -2.72407 1.26265 -0.7241
H -1.34304 0.45800 1.28069 0.3729
H -2.56434 0.57482 0.15504 0.3806
H -1.16818 -0.01955 -1.59540 0.1987
H 0.90876 1.36989 -1.86206 0.1852
H 0.68252 1.92801 -0.15428 0.1555
H -1.34487 2.70763 -0.94360 0.4701
H 0.89145 -0.54626 0.53664 0.2136
H 0.88519 -1.13405 -1.12850 0.2168
H 0.02723 -2.91438 -0.70009 0.1776
H -1.52096 -2.27509 -0.09068 0.1728
H -0.07279 -2.01160 1.88794 0.4575
O 2.49761 0.51278 1.83172 -0.9360
H 2.43465 1.46758 1.91568 0.4735
H 2.53721 0.32720 0.89032 0.4694
```

Values from the calculation:
E_LUMO	0.67	eV
Kohn-Sham gap	0.379	Eh
SMILES string	N[C@@H](CO)CCO.O
spin multiplicity	1
energy above the lowest of the compared OMol25 structures with the same formula, charge and spin	46.8	kcal/mol
E_tot	-440.64065	a.u.
M	123.15	u
HOMO	-9.64	eV

---

DFT (the ωB97M-V functional and the def2-TZVPD basis) results for a cluster of 14 separate species, C6H39NO13 in total.

```
59
Properties=species:S:1:pos:R:3:nbo_charge:R:1
C 0.69523 0.46839 2.14777 -0.6484
C 0.66545 -0.07052 0.70633 -0.0801
C -0.46497 0.32781 -0.26316 -0.4758
C -1.54043 -0.66101 -0.62361 -0.0349
C -2.72347 -0.82359 -0.08918 -0.4288
C -1.32069 -1.37098 -1.85847 -0.6402
N 1.98866 0.48220 0.16484 -0.8656
H -0.16337 1.09054 2.38515 0.2210
H 1.01237 -0.31658 2.91226 0.2256
H 1.56763 1.10133 2.13623 0.2301
H 0.66626 -1.17738 0.48065 0.2094
H -1.01421 1.24623 0.25408 0.2211
H -0.02322 0.82876 -1.25166 0.2203
H -3.32409 -0.53659 0.76447 0.2430
H -3.60578 -1.42337 -0.69356 0.1787
H -0.92282 -0.62270 -2.63038 0.1832
H -2.19286 -1.82467 -2.36044 0.2235
H -0.49988 -2.13083 -1.84079 0.2498
H 2.05717 1.47994 0.46726 0.3567
H 2.04314 0.52433 -0.83488 0.3584
H 3.25020 -1.92348 0.78017 0.5025
H 2.93386 -3.37544 0.31168 0.4500
O 3.66704 -2.79961 0.39104 -0.9544
H -1.22455 -1.44282 2.37492 0.5131
H -1.98910 -2.78786 2.59025 0.4783
O -1.21884 -2.37929 2.50182 -0.9800
H -0.60973 -2.84379 0.46890 0.5130
H 0.81770 -3.41670 0.73985 0.4927
O 0.13237 -3.27494 0.02158 -0.9925
H -2.75710 0.63091 3.61999 0.4684
H -2.57540 1.29791 2.21759 0.5052
O -2.69678 0.39196 2.71190 -1.0211
H 3.04005 -0.45244 -2.40744 0.4695
H 2.45644 -1.85470 -2.05767 0.5132
O 2.37294 -1.07801 -2.63038 -0.9903
H 1.01848 -3.01789 2.71276 0.5057
H 2.60473 -3.03766 3.03787 0.5006
O 1.91048 -3.07277 2.40557 -0.9973
H 2.90987 -3.86461 -1.42160 0.4747
H 1.45371 -3.45789 -1.19526 0.4931
O 2.12680 -3.57717 -1.88483 -0.9502
H 1.31211 4.13251 1.74649 0.4755
H 1.77454 4.14362 0.38163 0.4599
O 2.12394 3.91774 1.20718 -0.9309
H -3.14705 2.96564 0.93910 0.5000
H -1.83387 3.21087 1.58399 0.4937
O -2.74399 2.88295 1.74802 -0.9540
H -1.45420 2.46704 -3.58385 0.4776
H -0.52241 1.68368 -2.89602 0.4938
O -1.11761 2.41464 -2.68906 -0.9635
H 0.27004 3.11549 -0.30786 0.4836
H -0.79942 4.11382 -0.77655 0.4970
O -0.42964 3.68576 0.03929 -0.9730
H 1.64903 1.93226 -3.88327 0.4895
H 1.47123 0.48725 -3.08338 0.5210
O 1.52069 1.47288 -3.04931 -1.0124
H -3.29119 1.41562 -0.65419 0.4838
H -2.22082 2.37114 -1.20044 0.5002
O -3.08466 2.33210 -0.78341 -0.9835
```

Values from the calculation:
E_LUMO	0.03	eV
Kohn-Sham gap	0.334	Eh
spin multiplicity	1
energy above the lowest of the compared OMol25 structures with the same formula, charge and spin	128.6	kcal/mol
E_tot	-1284.76615	a.u.
M	333.37	u
HOMO	-9.06	eV